Molecular formula: C3H6O3
Method: DFT, ωB97M-V/def2-TZVPD

Structure (ORCA input):
```
! wB97M-V def2-TZVPD RIJCOSX def2/J DEFGRID3
* xyz 0 1
O -1.260 -1.905 -0.554
O 0.171 1.815 0.855
O 1.706 1.576 -0.767
C 0.912 1.093 -0.016
C 0.536 -0.369 0.172
C -0.932 -0.545 -0.258
H -1.188 -0.133 -1.243
H -1.546 -0.129 0.552
H 0.230 2.768 0.898
H -0.498 -2.480 -0.509
H 0.582 -0.724 1.200
H 1.287 -0.969 -0.328
*
```

Summary:
LUMO energy   0.64 eV
Highest occupied orbital energy   -10.51 eV
SMILES   O=C(O)CCO



Molecular formula: C3H6O3
Method: DFT, ωB97M-V/def2-TZVPD

Structure (ORCA input):
```
! wB97M-V def2-TZVPD RIJCOSX def2/J DEFGRID3
* xyz 0 1
O -2.477 0.218 0.230
O 0.692 -1.220 -0.921
O -1.497 -1.712 1.096
C 0.804 0.818 0.456
C -1.994 -0.749 0.659
C 0.587 0.193 -0.917
H 1.756 0.484 0.880
H 1.358 0.551 -1.606
H 0.815 1.910 0.379
H 0.322 -1.566 -0.100
H 0.016 0.559 1.174
H -0.383 0.514 -1.329
*
```

Summary:
LUMO energy   0.54 eV
Highest occupied orbital energy   -10.35 eV
SMILES   O=C=O.CCO



Molecular formula: C3H6O3
Method: DFT, ωB97M-V/def2-TZVPD

Structure (ORCA input):
```
! wB97M-V def2-TZVPD RIJCOSX def2/J DEFGRID3
* xyz 0 1
O -2.390 -0.233 1.142
O -0.649 0.455 2.185
O -1.206 0.649 -1.296
C -0.302 0.458 -0.206
C -1.220 0.100 1.067
C 0.895 -0.436 -0.623
H -1.384 0.468 2.883
H 1.241 -0.093 -1.642
H 0.715 -1.422 -0.732
H -0.088 1.575 -0.042
H -1.729 -0.135 -1.242
H 1.740 -0.089 0.089
*
```

Summary:
LUMO energy   0.64 eV
Highest occupied orbital energy   -10.65 eV
SMILES   C[C@@H](O)C(=O)O



Molecular formula: C3H6O3
Method: DFT, ωB97M-V/def2-TZVPD

Structure (ORCA input):
```
! wB97M-V def2-TZVPD RIJCOSX def2/J DEFGRID3
* xyz 1 2
O 1.722 1.376 -0.399
O -0.827 -1.103 -1.713
O 1.712 -0.598 0.976
C -0.920 -0.276 -0.648
C -1.657 -0.312 0.523
C 1.981 0.800 0.606
H 0.936 -0.887 0.459
H -1.575 0.526 1.191
H -2.185 -1.170 0.884
H 2.501 1.324 1.456
H -0.951 -0.581 -2.548
H -0.738 0.902 -0.788
*
```

Summary:
LUMO energy (spin up / spin down)   -5.72 / -9.52 eV
Highest occupied orbital energy (spin up / spin down)   -15.25 / -15.16 eV



Molecular formula: C3H6O3P
Method: DFT, ωB97M-V/def2-TZVPD

Structure (ORCA input):
```
! wB97M-V def2-TZVPD RIJCOSX def2/J DEFGRID3
* xyz -1 1
P -1.240 0.027 2.442
O -0.724 -1.369 -1.067
O 0.614 0.250 -2.836
O -2.185 -1.455 0.545
C 0.976 0.536 0.531
C -1.122 -1.065 0.078
C -0.320 -0.129 0.951
H 0.704 1.262 -0.318
H 0.538 -0.245 -2.025
H 1.661 -0.324 0.232
H -0.107 0.891 3.133
H 1.396 0.961 1.430
H -0.190 0.659 -3.096
*
```

Summary:
LUMO energy   3.70 eV
Highest occupied orbital energy   -4.51 eV



Molecular formula: C3H6O3P2
Method: DFT, ωB97M-V/def2-TZVPD

Structure (ORCA input):
```
! wB97M-V def2-TZVPD RIJCOSX def2/J DEFGRID3
* xyz 0 1
P -0.007 -0.906 -0.205
P 0.092 1.645 0.159
O -0.927 1.240 1.325
O 1.656 0.893 0.222
O -0.590 1.561 -1.297
C 1.781 -0.556 0.122
C -0.782 0.076 -1.595
C -1.007 -0.312 1.366
H 2.508 -0.926 -0.679
H -1.816 -0.170 -1.817
H -0.566 -0.701 2.296
H -2.049 -0.707 1.497
H 1.931 -1.069 1.074
H -0.223 -0.068 -2.468
*
```

Summary:
LUMO energy   0.20 eV
Highest occupied orbital energy   -7.98 eV
SMILES   C1OP23=P1(CO2)CO3



Molecular formula: C3H6O3Ru
Method: DFT, ωB97M-V/def2-TZVPD

Structure (ORCA input):
```
! wB97M-V def2-TZVPD RIJCOSX def2/J DEFGRID3
* xyz 2 7
Ru -0.249 0.252 1.208
O -0.265 1.892 0.085
O 0.661 -0.654 2.480
O 0.196 -0.520 -0.720
C 0.131 -1.881 -1.209
C 0.551 0.462 -1.536
C 0.180 1.753 -1.083
H 0.179 2.589 -1.793
H -0.385 -1.880 -2.174
H -0.433 -2.443 -0.461
H 0.878 0.222 -2.548
H 1.515 -1.078 2.413
H 1.152 -2.266 -1.290
*
```

Summary:
LUMO energy (spin up / spin down)   -8.76 / -12.87 eV
Highest occupied orbital energy (spin up / spin down)   -19.30 / -21.74 eV



Molecular formula: C3H6O3S
Method: DFT, ωB97M-V/def2-TZVPD

Structure (ORCA input):
```
! wB97M-V def2-TZVPD RIJCOSX def2/J DEFGRID3
* xyz 0 1
S 2.122 0.030 -0.264
O 0.092 -1.868 -0.716
O 2.776 -0.174 1.013
O 0.152 1.625 -1.038
C 0.530 0.938 0.103
C -0.930 -1.085 -0.364
C -0.547 0.007 0.672
H -1.427 0.607 0.927
H 0.803 1.680 0.859
H -0.266 1.010 -1.656
H -1.429 -0.608 -1.241
H -0.164 -0.465 1.579
H -1.713 -1.697 0.126
*
```

Summary:
LUMO energy (spin up / spin down)   -2.61 / -2.61 eV
Highest occupied orbital energy (spin up / spin down)   -8.98 / -8.98 eV



Molecular formula: C3H6O3Sn
Method: DFT, ωB97M-V/def2-TZVPD

Structure (ORCA input):
```
! wB97M-V def2-TZVPD RIJCOSX def2/J DEFGRID3
* xyz 0 1
Sn -0.753 -0.691 0.137
O 0.323 1.032 0.829
O 1.399 1.789 2.625
O 0.891 -1.459 1.291
C 1.416 -0.553 2.242
C 0.982 0.877 1.925
C 1.215 -2.822 1.524
H 0.646 0.125 -0.760
H 0.742 -3.155 2.459
H 1.074 -0.816 3.255
H 0.834 -3.412 0.684
H 2.307 -2.944 1.544
H 2.516 -0.599 2.213
*
```

Summary:
LUMO energy   -0.17 eV
Highest occupied orbital energy   -8.08 eV



Molecular formula: C3H6O3Y
Method: DFT, ωB97M-V/def2-TZVPD

Structure (ORCA input):
```
! wB97M-V def2-TZVPD RIJCOSX def2/J DEFGRID3
* xyz 3 1
Y 0.040 -4.295 0.188
O -0.499 -0.229 0.145
O 0.879 -2.025 0.423
O -1.206 -2.141 -0.076
C 0.610 0.737 -0.048
C -0.223 -1.471 0.497
C 0.010 2.113 -0.083
H -1.652 -1.138 -0.550
H 1.299 0.584 0.788
H 1.095 0.460 -0.990
H -0.438 2.379 0.882
H 0.822 2.822 -0.295
H -0.737 2.206 -0.882
*
```

Summary:
LUMO energy   -17.02 eV
Highest occupied orbital energy   -22.09 eV



Molecular formula: C3H6O4Tl
Method: DFT, ωB97M-V/def2-TZVPD

Structure (ORCA input):
```
! wB97M-V def2-TZVPD RIJCOSX def2/J DEFGRID3
* xyz 2 2
Tl -1.584 -1.105 2.487
O 0.926 -1.578 -1.818
O 1.063 0.659 -1.448
O 1.404 -0.305 -3.412
O -0.983 0.510 1.593
C -0.701 0.677 0.197
C 0.794 0.527 -0.043
C 1.127 -0.412 -2.189
H -1.055 1.662 -0.126
H 1.173 -0.433 0.327
H -1.456 -2.763 2.237
H -1.272 -0.089 -0.339
H -0.785 1.314 2.090
H 1.349 1.335 0.445
*
```

Summary:
LUMO energy (spin up / spin down)   -13.10 / -13.10 eV
Highest occupied orbital energy (spin up / spin down)   -18.19 / -17.76 eV



Molecular formula: C3H6O4Tl
Method: DFT, ωB97M-V/def2-TZVPD

Structure (ORCA input):
```
! wB97M-V def2-TZVPD RIJCOSX def2/J DEFGRID3
* xyz 2 2
Tl 1.540 -0.989 -0.305
O 0.547 -0.641 -2.017
O 0.529 -2.572 -0.980
O -0.724 -2.330 -2.795
O 1.011 0.352 0.959
C 0.137 -1.835 -1.929
C -0.223 1.067 0.785
C -0.633 1.903 1.920
H -0.233 1.443 -0.246
H -1.160 0.417 1.232
H -0.126 2.863 2.038
H -0.974 1.473 2.865
H -1.060 -1.629 -3.370
H 1.369 0.478 1.845
*
```

Summary:
LUMO energy (spin up / spin down)   -12.70 / -12.69 eV
Highest occupied orbital energy (spin up / spin down)   -18.06 / -19.99 eV



Molecular formula: C3H6O5
Method: DFT, ωB97M-V/def2-TZVPD

Structure (ORCA input):
```
! wB97M-V def2-TZVPD RIJCOSX def2/J DEFGRID3
* xyz 0 1
O 1.546 -0.008 0.992
O 0.393 -0.824 -0.936
O 2.382 0.786 -0.972
O 0.243 1.408 -0.354
O -1.803 0.116 -1.600
C 1.363 0.415 -0.147
C -1.186 -0.142 -0.638
C -1.593 -0.561 0.731
H 0.630 -1.560 -0.346
H -0.740 -0.819 1.354
H -2.129 0.268 1.198
H -0.036 1.700 0.528
H 3.188 0.644 -0.457
H -2.258 -1.423 0.647
*
```

Summary:
LUMO energy   0.42 eV
Highest occupied orbital energy   -10.48 eV



Molecular formula: C3H6OS
Method: DFT, ωB97M-V/def2-TZVPD

Structure (ORCA input):
```
! wB97M-V def2-TZVPD RIJCOSX def2/J DEFGRID3
* xyz 0 1
S -1.551 -0.506 -0.023
O 2.494 0.011 -0.143
C 1.197 -0.438 0.340
C -0.933 1.164 0.201
C 0.006 0.142 -0.428
H -1.168 2.059 -0.446
H 0.213 0.158 -1.467
H 2.556 1.093 -0.075
H 1.135 -0.359 1.458
H 1.283 -1.584 0.172
H -0.768 1.427 1.198
*
```

Summary:
LUMO energy   0.75 eV
Highest occupied orbital energy   -9.04 eV
SMILES   OC[C@@H]1CS1



Molecular formula: C3H6OS2
Method: DFT, ωB97M-V/def2-TZVPD

Structure (ORCA input):
```
! wB97M-V def2-TZVPD RIJCOSX def2/J DEFGRID3
* xyz 0 1
S 1.555 0.788 -1.664
S 1.421 -1.128 1.429
O -3.363 0.363 0.060
C 0.109 0.112 0.821
C -2.176 0.617 -0.171
C -1.096 -0.433 -0.127
H -1.592 -1.321 0.266
H 0.660 0.775 0.208
H -0.740 -0.607 -1.288
H -1.875 1.575 -0.010
H 2.153 -0.129 -0.827
H -0.336 0.472 1.798
*
```

Summary:
LUMO energy   -4.57 eV
Highest occupied orbital energy   -9.24 eV



Molecular formula: C3H6OS2
Method: DFT, ωB97M-V/def2-TZVPD

Structure (ORCA input):
```
! wB97M-V def2-TZVPD RIJCOSX def2/J DEFGRID3
* xyz 0 1
S 1.645 0.167 -2.639
S 1.932 0.293 1.082
O -2.452 -1.428 0.245
C -0.864 0.376 0.763
C -1.270 -1.102 0.307
C 0.464 0.691 0.021
H -0.383 -1.750 0.224
H -1.626 1.131 0.703
H 0.474 0.218 -0.947
H 2.006 -0.509 -1.605
H 0.617 1.740 0.014
H -0.545 0.174 1.831
*
```

Summary:
LUMO energy   -4.48 eV
Highest occupied orbital energy   -9.17 eV



Molecular formula: C3H6OS2
Method: DFT, ωB97M-V/def2-TZVPD

Structure (ORCA input):
```
! wB97M-V def2-TZVPD RIJCOSX def2/J DEFGRID3
* xyz 0 1
S 1.122 -1.032 -0.403
S -1.503 -1.244 0.603
O -1.379 -1.809 -0.806
C 2.802 -0.580 0.097
C 0.318 -0.647 0.980
C -2.736 0.177 0.430
H -2.144 0.689 -0.329
H 3.073 0.424 -0.214
H -2.964 0.634 1.396
H 2.653 -0.662 1.286
H 3.464 -1.292 -0.193
H -3.656 -0.333 0.081
*
```

Summary:
LUMO energy   -0.51 eV
Highest occupied orbital energy   -8.56 eV



Molecular formula: C3H6OSSi
Method: DFT, ωB97M-V/def2-TZVPD

Structure (ORCA input):
```
! wB97M-V def2-TZVPD RIJCOSX def2/J DEFGRID3
* xyz 0 1
S -1.170 -1.017 -0.520
Si 0.199 -1.836 -2.001
O 1.064 0.409 -0.350
C 0.082 1.626 2.117
C -0.623 1.179 1.112
C -0.056 0.300 0.095
H 1.497 -2.441 -1.250
H -1.680 1.242 1.163
H 0.462 -0.639 -2.829
H 1.214 1.509 2.097
H -0.312 2.392 2.951
H -0.679 -2.724 -2.584
*
```

Summary:
LUMO energy   0.22 eV
Highest occupied orbital energy   -9.67 eV
SMILES   C=CC(=O)S[SiH3]



Molecular formula: C3H6OSe
Method: DFT, ωB97M-V/def2-TZVPD

Structure (ORCA input):
```
! wB97M-V def2-TZVPD RIJCOSX def2/J DEFGRID3
* xyz 0 1
Se 0.186 0.947 -0.788
O 1.632 -0.562 1.990
C -1.255 -0.119 -0.631
C 0.942 -1.266 2.686
C 0.230 1.516 -2.462
H -1.898 -0.091 -1.484
H -1.315 -0.574 0.384
H 0.886 -1.286 3.809
H 0.216 -2.032 2.375
H -0.663 1.280 -3.126
H 1.038 2.187 -2.752
*
```

Summary:
LUMO energy   0.11 eV
Highest occupied orbital energy   -7.29 eV



Molecular formula: C3H6OSi
Method: DFT, ωB97M-V/def2-TZVPD

Structure (ORCA input):
```
! wB97M-V def2-TZVPD RIJCOSX def2/J DEFGRID3
* xyz 0 1
Si -2.026 0.041 -0.003
O 0.171 -1.921 0.214
C 0.936 0.293 -0.256
C -0.067 -0.759 0.008
C 2.202 0.217 0.135
H 2.894 1.033 0.017
H 2.578 -0.677 0.607
H -2.540 -0.122 -1.358
H -2.778 -0.742 0.971
H 0.545 1.194 -0.714
H -1.915 1.445 0.379
*
```

Summary:
LUMO energy   0.09 eV
Highest occupied orbital energy   -8.96 eV
SMILES   C=CC(=O)[SiH3]



Ordered strongest force on any atom results: 1.5 0.8 6.1 5.2 3.5 7.9 2.7 2.5 2.5 7.2 3.7 6.4 2.2 4.2 6.4 5.9 5.1 4.2 2.3 2.4; unit eV/A.
Ordered electronic energy results: -9350.4436 -9351.1876 -9349.9610 -9339.2120 -18639.8229 -27925.5061 -11907.6318 -20181.9476 -15179.8594 -10356.2146 -16066.0753 -16065.5847 -13443.9846 -16089.4074 -26920.1050 -26920.4949 -26921.7651 -23967.3571 -70597.3848 -13131.3080; unit eV.